A 2-piece molecular cluster, C4H12N2O overall at a distorted geometry. Source: the Open Molecules 2025 dataset; level of theory: ωB97M-V/def2-TZVPD.

Structure (XYZ):
```
19
C4H12N2O ωB97M-V/def2-TZVPD
C -0.774 2.141 -1.580
N -0.311 1.384 -0.626
C 0.813 0.428 -0.852
C 0.333 -0.990 -1.013
C 0.085 -1.639 0.372
N 1.156 -1.545 1.401
H -1.334 3.038 -1.096
H -0.524 2.065 -2.590
H 1.590 0.789 -1.545
H 1.232 0.536 0.182
H 0.825 -1.551 -1.805
H -0.787 -1.017 -1.416
H -0.215 -2.766 0.258
H -0.906 -1.180 0.756
H 1.084 -0.695 1.989
H 2.032 -1.779 0.981
O -1.238 1.053 2.531
H -1.607 0.202 2.328
H -1.454 1.526 1.723
```

Results
Kohn-Sham gap, Eh: 0.36299
Strongest force on any atom, hartree/bohr: 0.10303
E_LUMO, eV: 0.9
Structure (SMILES): C=NCCCN.O
HOMO level, eV: -9.03
Energy relative to the best compared isomer or geometry (same formula, charge and spin), kcal per mole: 71.45

---

An isolated ion of composition C4H12N2O and charge +1 at a distorted geometry. Source: the Open Molecules 2025 dataset; level of theory: ωB97M-V/def2-TZVPD.

Structure (XYZ):
```
19
C4H12N2O ωB97M-V/def2-TZVPD
N 0.613 -0.996 1.013
C 0.511 -0.232 -0.240
C -0.662 0.717 -0.137
C -0.583 1.785 0.963
O -1.807 1.894 1.665
C 0.368 -1.168 -1.434
N 1.535 -1.745 -1.893
H -0.123 -1.703 1.025
H 1.483 -1.536 0.994
H -1.833 1.153 2.281
H 1.430 0.345 -0.291
H -1.621 0.229 0.005
H -0.846 1.182 -1.114
H 0.201 1.544 1.683
H -0.431 2.755 0.511
H -0.226 -0.729 -2.268
H -0.278 -2.040 -1.176
H 1.392 -2.372 -2.687
H 2.366 -1.162 -1.965
```

Results
Kohn-Sham gap (spin up / spin down), Eh: 0.36726 / 0.16773
Strongest force on any atom, hartree/bohr: 0.03644
<S²>: 0.7552
2S+1: 2
E_LUMO (spin up / spin down), eV: -3.5 / -8.9
Net charge: +1
HOMO level (spin up / spin down), eV: -13.51 / -13.47
Energy relative to the best compared isomer or geometry (same formula, charge and spin), kcal per mole: 39.04

---

An isolated ion of composition C4H12N2O and charge +2 at a distorted geometry. Source: the Open Molecules 2025 dataset; level of theory: ωB97M-V/def2-TZVPD.

Structure (XYZ):
```
19
C4H12N2O ωB97M-V/def2-TZVPD
C -3.927 -0.438 -0.031
C 3.040 -0.439 0.223
C -0.586 0.817 0.128
C 0.680 -0.018 0.410
N -1.636 0.001 -0.425
N 1.918 0.265 -0.324
O -2.818 0.014 0.290
H -4.843 -0.474 0.785
H -4.028 -0.931 -1.067
H 2.830 -1.602 0.118
H 3.834 -0.148 -0.430
H 3.388 -0.229 1.294
H -0.875 1.370 1.049
H -0.265 1.596 -0.725
H 0.374 -1.138 0.446
H 1.039 0.173 1.406
H -1.933 0.048 -1.512
H 1.958 1.322 -0.295
H 1.850 -0.191 -1.338
```

Results
Kohn-Sham gap, Eh: 0.36327
Strongest force on any atom, hartree/bohr: 0.09258
E_LUMO, eV: -9.1
Net charge: +2
HOMO level, eV: -18.97
Energy relative to the best compared isomer or geometry (same formula, charge and spin), kcal per mole: 120.21

---

A 2-piece molecular cluster, C4H12N2O2 overall at a distorted geometry. Source: the Open Molecules 2025 dataset; level of theory: ωB97M-V/def2-TZVPD.

Structure (XYZ):
```
20
C4H12N2O2 ωB97M-V/def2-TZVPD
C 2.229 -0.672 1.116
N 1.313 0.274 0.482
C 1.162 0.210 -0.808
C 0.467 1.277 -1.586
O 1.504 -0.902 -1.480
H 3.258 -0.534 0.775
H 2.219 -0.493 2.192
H 1.913 -1.701 0.919
H 1.193 1.779 -2.235
H -0.342 0.853 -2.183
H 0.029 2.011 -0.908
H 1.101 -0.915 -2.359
C -2.512 0.528 0.762
N -1.358 -0.292 0.447
O -1.575 -1.568 1.126
H -3.440 0.104 0.349
H -2.378 1.513 0.304
H -2.652 0.656 1.843
H -0.210 0.016 0.822
H -1.920 -2.144 0.421
```

Results
Kohn-Sham gap, Eh: 0.32193
Strongest force on any atom, hartree/bohr: 0.08516
E_LUMO, eV: 0.6
Structure (SMILES): C/N=C(/C)O.CNO
HOMO level, eV: -8.20
Energy relative to the best compared isomer or geometry (same formula, charge and spin), kcal per mole: 104.80

---

A 2-piece molecular cluster, C4H12N2O2 overall at a distorted geometry. Source: the Open Molecules 2025 dataset; level of theory: ωB97M-V/def2-TZVPD.

Structure (XYZ):
```
20
C4H12N2O2 ωB97M-V/def2-TZVPD
C -1.610 -0.906 -0.209
N -0.305 -1.037 -0.868
C 0.712 0.018 -0.665
C 1.237 0.091 0.732
C 0.055 1.398 -0.942
N 0.496 1.952 -2.114
O -0.712 2.007 -0.232
H -1.821 0.169 -0.215
H -2.432 -1.311 -0.803
H -1.623 -1.335 0.788
H 0.146 -1.878 -0.537
H 1.461 -0.146 -1.436
H 0.426 0.426 1.396
H 2.012 0.841 0.926
H 1.624 -0.821 1.186
H 0.160 2.836 -2.473
H 1.158 1.452 -2.651
O 0.154 -2.795 3.317
H -0.191 -1.920 3.029
H -0.286 -3.362 2.670
```

Results
Kohn-Sham gap, Eh: 0.36043
Strongest force on any atom, hartree/bohr: 0.03749
E_LUMO, eV: 0.7
Structure (SMILES): CN[C@H](C)C(N)=O.O
HOMO level, eV: -9.12
Energy relative to the best compared isomer or geometry (same formula, charge and spin), kcal per mole: 35.66

---

A 3-piece molecular cluster, C4H12N2O2 overall at a distorted geometry. Source: the Open Molecules 2025 dataset; level of theory: ωB97M-V/def2-TZVPD.

Structure (XYZ):
```
20
C4H12N2O2 ωB97M-V/def2-TZVPD
C -2.465 -0.845 -0.990
N -2.198 -0.483 0.075
O -1.913 -0.247 1.208
H -2.587 -1.192 -1.968
C 1.405 0.343 -0.656
C 1.486 0.687 0.831
O 1.374 2.066 1.106
C 0.078 2.590 0.936
H 0.403 0.518 -1.042
H 2.111 0.950 -1.218
H 1.649 -0.706 -0.807
H 0.712 0.134 1.383
H 2.466 0.402 1.225
H -0.185 2.688 -0.123
H -0.672 1.963 1.431
H 0.083 3.579 1.390
N -0.596 -2.935 -0.829
H -0.279 -2.545 0.054
H 0.220 -3.170 -1.379
H -1.090 -3.794 -0.626
```

Results
Kohn-Sham gap, Eh: 0.37603
Strongest force on any atom, hartree/bohr: 0.04585
E_LUMO, eV: 0.8
Structure (SMILES): C#[N+][O-].CCOC.N
HOMO level, eV: -9.43
Energy relative to the best compared isomer or geometry (same formula, charge and spin), kcal per mole: 117.09

---

A 2-piece molecular cluster, C4H12N2O2 overall at a distorted geometry. Source: the Open Molecules 2025 dataset; level of theory: ωB97M-V/def2-TZVPD.

Structure (XYZ):
```
20
C4H12N2O2 ωB97M-V/def2-TZVPD
N -0.058 -1.075 2.818
C 0.460 -1.076 1.447
C -0.504 -0.369 0.451
N -0.472 1.066 0.543
C 0.007 -0.743 -1.062
C -0.846 0.021 -2.013
O -0.505 -0.020 -3.207
H -0.670 -0.359 3.144
H 0.592 -1.322 3.524
H 0.724 -2.221 1.368
H 1.499 -0.712 1.185
H -1.472 -0.679 0.469
H -1.386 1.336 0.962
H 0.365 1.376 0.907
H -0.333 -1.774 -0.939
H 1.107 -0.706 -1.233
H -1.770 0.488 -1.692
O 1.149 2.534 -2.405
H 1.705 2.212 -1.690
H 0.407 2.023 -2.577
```

Results
Kohn-Sham gap, Eh: 0.36436
Strongest force on any atom, hartree/bohr: 0.11174
E_LUMO, eV: 0.7
Structure (SMILES): NC[C@@H](N)CC=O.O
HOMO level, eV: -9.25
Energy relative to the best compared isomer or geometry (same formula, charge and spin), kcal per mole: 82.95

---

A 2-piece molecular cluster, C4H12N2O2 overall at a distorted geometry. Source: the Open Molecules 2025 dataset; level of theory: ωB97M-V/def2-TZVPD.

Structure (XYZ):
```
20
C4H12N2O2 ωB97M-V/def2-TZVPD
C 1.327 -0.483 0.449
C -1.255 -0.751 -1.479
C 1.272 -1.060 1.815
N -0.671 -0.170 -0.280
O -1.494 -0.589 0.803
H -1.187 0.029 1.501
H 2.027 0.325 0.305
H 1.382 -1.216 -0.347
H -1.284 -1.836 -1.372
H -2.277 -0.392 -1.637
H -0.625 -0.496 -2.330
H 2.133 -1.730 1.940
H 1.347 -0.286 2.576
H 0.369 -1.654 1.963
N 0.171 1.962 -1.245
C -0.528 1.457 -0.110
O 0.109 1.483 1.040
H 1.060 1.496 -1.383
H -0.339 2.009 -2.116
H -1.539 1.901 -0.093
```

Results
Kohn-Sham gap, Eh: 0.32073
Strongest force on any atom, hartree/bohr: 0.03206
E_LUMO, eV: 0.2
HOMO level, eV: -8.52
Energy relative to the best compared isomer or geometry (same formula, charge and spin), kcal per mole: 139.84

---

A 2-piece molecular cluster, C4H12N2O2 overall at a distorted geometry. Source: the Open Molecules 2025 dataset; level of theory: ωB97M-V/def2-TZVPD.

Structure (XYZ):
```
20
C4H12N2O2 ωB97M-V/def2-TZVPD
C -1.537 0.159 1.212
C -1.003 -0.576 0.014
N 0.491 -0.703 0.088
C 1.255 0.207 -0.807
C 0.817 1.604 -0.558
N 1.472 2.327 0.435
O -0.199 2.084 -1.004
H -1.257 -0.039 2.260
H -1.339 1.234 1.320
H -2.631 0.027 1.318
H -1.311 -1.613 0.144
H -1.354 -0.097 -0.888
H 0.765 -0.619 1.055
H 2.308 -0.077 -0.736
H 1.052 -0.259 -1.782
H 2.338 2.120 0.918
H 0.970 3.146 0.747
O -0.147 -3.293 -1.250
H 0.191 -2.582 -1.779
H -0.880 -3.050 -0.707
```

Results
Kohn-Sham gap, Eh: 0.35664
Strongest force on any atom, hartree/bohr: 0.05683
E_LUMO, eV: 0.8
Structure (SMILES): CCNCC(N)=O.O
HOMO level, eV: -8.94
Energy relative to the best compared isomer or geometry (same formula, charge and spin), kcal per mole: 51.79

---

A 2-piece molecular cluster, C4H12N2O2 overall at a distorted geometry. Source: the Open Molecules 2025 dataset; level of theory: ωB97M-V/def2-TZVPD.

Structure (XYZ):
```
20
C4H12N2O2 ωB97M-V/def2-TZVPD
C -1.864 0.565 0.242
N -0.902 -0.591 0.026
C 0.524 -0.340 -0.115
C 1.070 0.533 1.076
C 0.695 0.684 -1.283
N 1.470 0.142 -2.285
O 0.328 1.830 -1.373
H -1.901 1.037 -0.738
H -2.820 0.060 0.343
H -1.621 1.263 1.034
H -1.159 -1.151 0.839
H 1.068 -1.275 -0.181
H 2.060 0.956 0.868
H 1.202 -0.182 1.907
H 0.483 1.384 1.383
H 1.492 0.437 -3.248
H 2.054 -0.680 -2.212
O -1.085 -2.131 2.724
H -1.011 -3.025 2.382
H -0.201 -1.823 2.978
```

Results
Kohn-Sham gap, Eh: 0.33472
Strongest force on any atom, hartree/bohr: 0.08771
E_LUMO, eV: 0.6
Structure (SMILES): CN[C@H](C)C(N)=O.O
HOMO level, eV: -8.54
Energy relative to the best compared isomer or geometry (same formula, charge and spin), kcal per mole: 46.84

---

A 2-piece molecular cluster, C4H12N2O2 overall at a distorted geometry. Source: the Open Molecules 2025 dataset; level of theory: ωB97M-V/def2-TZVPD.

Structure (XYZ):
```
20
C4H12N2O2 ωB97M-V/def2-TZVPD
C 0.997 1.859 -0.875
C 1.276 0.815 0.179
N 0.542 -0.232 0.579
C -0.817 -0.708 0.214
C -0.517 -1.640 -1.048
N -1.555 -1.941 -1.940
O 2.302 1.028 0.841
H 0.484 1.435 -1.749
H 0.364 2.675 -0.529
H 1.957 2.122 -1.339
H 0.902 -0.869 1.280
H -1.141 -1.177 1.121
H -1.440 0.114 -0.136
H 0.469 -1.417 -1.487
H -0.163 -2.545 -0.497
H -1.987 -1.316 -2.602
H -2.264 -2.480 -1.452
H -0.117 2.076 2.871
H 0.758 1.090 3.557
O -0.050 1.112 3.012
```

Results
Kohn-Sham gap (spin up / spin down), Eh: 0.42868 / 0.19981
Strongest force on any atom, hartree/bohr: 0.07704
<S²>: 0.7733
2S+1: 2
E_LUMO (spin up / spin down), eV: -2.9 / -8.3
Net charge: +1
HOMO level (spin up / spin down), eV: -14.60 / -13.73
Energy relative to the best compared isomer or geometry (same formula, charge and spin), kcal per mole: 50.65

---

An isolated ion of composition C4H12N2O2 and charge +2 at a distorted geometry. Source: the Open Molecules 2025 dataset; level of theory: ωB97M-V/def2-TZVPD.

Structure (XYZ):
```
20
C4H12N2O2 ωB97M-V/def2-TZVPD
N 0.889 2.381 -0.127
C 0.703 1.273 0.917
C -0.613 0.393 0.504
C -0.236 -0.991 0.230
N -1.439 -2.019 0.368
C 0.216 -1.270 -1.172
O -0.175 -2.223 -1.770
O 1.066 -0.297 -1.636
H 1.892 2.714 -0.058
H 0.744 1.825 -0.955
H 0.155 3.016 -0.016
H 1.514 0.624 1.096
H 0.612 1.867 1.810
H -1.423 0.498 1.147
H -1.058 0.964 -0.316
H 0.512 -1.492 1.036
H -1.329 -2.327 1.362
H -2.364 -1.562 0.253
H -1.318 -2.922 -0.264
H 1.651 -0.450 -2.409
```

Results
Kohn-Sham gap, Eh: 0.44725
Strongest force on any atom, hartree/bohr: 0.09142
E_LUMO, eV: -7.2
Net charge: +2
Structure (SMILES): [NH3+]CC[C@@H]([NH3+])C(=O)O
HOMO level, eV: -19.35
Energy relative to the best compared isomer or geometry (same formula, charge and spin), kcal per mole: 34.19